No. 1
Computed, not measured: a 14-piece molecular cluster, H29O14 overall in a non-equilibrium geometry, with the ωB97M-V functional and the def2-TZVPD basis.

Geometry (Å):
O (0.13, -0.85, -1.43)
H (-0.88, 0.08, 1.78)
O (1.64, 0.87, -4.09)
H (1.98, 1.01, -1.79)
H (-2.45, 1.27, 1.31)
O (-1.67, -4.58, -0.08)
H (2.99, 2.39, 1.36)
H (-1.40, -4.27, 0.78)
O (2.15, 1.65, -1.11)
H (-1.72, 1.66, -1.65)
H (2.43, 1.37, -0.26)
O (1.21, -4.33, 1.48)
H (1.98, -4.84, 1.57)
H (0.88, -4.11, 2.36)
O (0.64, -3.94, -2.53)
H (-2.49, -0.07, 0.41)
H (3.96, 3.46, 0.88)
O (-4.37, 2.21, -1.69)
H (-4.23, 2.54, -2.58)
H (1.66, 0.79, -5.09)
O (2.63, -0.12, 4.74)
H (3.34, -0.40, 4.15)
H (0.05, -4.63, -2.75)
O (-1.10, 1.18, -2.29)
H (-0.48, 0.33, -1.77)
H (-0.39, -1.53, -1.92)
O (-0.10, -0.36, 1.49)
H (-1.41, 3.09, -0.09)
H (-1.89, -3.74, -0.54)
O (3.57, 3.05, 1.69)
H (1.14, -4.28, -1.74)
H (-1.91, 2.27, 3.73)
O (-1.70, 1.70, 3.01)
H (-0.71, 1.81, -2.92)
H (-0.96, 1.12, 3.14)
O (-0.59, 3.49, -0.09)
H (1.45, -0.10, -3.89)
H (-0.01, 3.10, 0.59)
O (-2.28, 0.84, 0.39)
H (0.34, -0.55, 2.37)
H (2.51, 0.81, 4.92)
H (-0.22, -1.10, -0.47)
H (-3.71, 1.68, -1.35)

Computed properties:
highest occupied orbital energy: -14.0495 eV
HOMO-LUMO gap: 10.51 eV
2S+1: 1
energy relative to the best compared isomer or geometry (same formula, charge and spin): 117.1 kcal per mole
LUMO: -3.54 eV
net charge: +1

Results of the natural (NBO) charge analysis, in e, for atoms 1 through 4:
1. O -0.89
2. H 0.47
3. O -0.96
4. H 0.49

No. 2
Computed, not measured: one molecule with the formula C2H6N2 in a non-equilibrium geometry, with the ωB97M-V functional and the def2-TZVPD basis.

Geometry (Å):
C (-1.27, 0.57, 0.05)
N (0.15, 0.54, 0.29)
C (0.82, -0.66, 0.14)
N (2.05, -0.63, -0.15)
H (-1.74, -0.38, -0.19)
H (-1.80, 1.11, 0.85)
H (-1.64, 1.17, -0.79)
H (0.58, 1.34, -0.14)
H (0.28, -1.59, 0.25)
H (2.59, -1.46, -0.31)

Computed properties:
highest occupied orbital energy: -8.9468 eV
HOMO-LUMO gap: 10.07 eV
2S+1: 1
energy relative to the best compared isomer or geometry (same formula, charge and spin): 27.9 kcal per mole
LUMO: 1.12 eV
net charge: 0

Results of the natural (NBO) charge analysis, in e, for atoms 1 through 4:
1. C -0.43
2. N -0.61
3. C 0.28
4. N -0.73

No. 3
Computed, not measured: one molecule with the formula C8H15NOS2 in a non-equilibrium geometry, with the ωB97M-V functional and the def2-TZVPD basis.

Geometry (Å):
C (2.87, 0.70, -2.18)
C (0.65, -0.79, -2.20)
C (-0.13, 0.08, -1.26)
C (-1.24, -0.67, -0.41)
C (-2.16, 0.42, 0.15)
C (-1.65, 1.32, 1.15)
C (-0.65, 0.60, 2.08)
C (-0.25, -1.10, 4.16)
H (2.66, 1.21, -1.23)
H (3.56, 1.46, -2.63)
H (3.52, -0.21, -2.03)
H (0.10, -1.52, -2.76)
H (1.35, -1.37, -1.45)
H (0.50, 0.61, -0.43)
H (-0.57, 0.99, -1.76)
H (-0.81, -1.26, 0.47)
H (-1.71, -1.44, -1.08)
H (-3.13, 0.01, 0.74)
H (-2.64, 1.02, -0.57)
H (-0.97, 2.09, 0.69)
H (-2.36, 1.87, 1.77)
H (-0.30, 1.44, 2.66)
H (0.22, 0.13, 1.53)
N (0.83, -1.12, 4.79)
O (0.80, 1.25, -3.93)
S (1.64, 0.10, -3.36)
S (-1.41, -0.75, 3.06)

Computed properties:
highest occupied orbital energy: -9.2078 eV
HOMO-LUMO gap: 9.70 eV
2S+1: 1
energy relative to the best compared isomer or geometry (same formula, charge and spin): 106.2 kcal per mole
LUMO: 0.49 eV
net charge: 0

Results of the natural (NBO) charge analysis, in e, for atoms 1 through 4:
1. C -0.87
2. C -0.64
3. C -0.43
4. C -0.41

No. 4
Computed, not measured: C6H10O as an isolated structure, with the ωB97M-V functional and the def2-TZVPD basis.

Geometry (Å):
C (0.77, 1.08, 0.46)
C (0.15, -0.02, 1.26)
C (-1.29, -0.35, 0.98)
C (-0.21, -1.20, 0.40)
C (0.20, -0.98, -1.05)
C (0.32, 0.51, -1.34)
O (-0.78, 1.21, -1.65)
H (0.48, 2.09, 0.83)
H (-0.08, 1.50, -0.55)
H (1.85, 1.07, 0.39)
H (0.53, -0.19, 2.26)
H (-1.88, -0.76, 1.80)
H (-1.84, 0.30, 0.30)
H (-0.09, -2.21, 0.78)
H (-0.55, -1.36, -1.76)
H (1.16, -1.47, -1.24)
H (1.25, 0.79, -1.86)

Computed properties:
highest occupied orbital energy: -8.9112 eV
HOMO-LUMO gap: 9.86 eV
2S+1: 1
energy relative to the best compared isomer or geometry (same formula, charge and spin): 92.5 kcal per mole
LUMO: 0.95 eV
net charge: 0

Results of the natural (NBO) charge analysis, in e, for atoms 1 through 4:
1. C -0.62
2. C -0.25
3. C -0.43
4. C -0.21